(1)
{"formula": "C2H7O2P", "method": "ωB97M-V with the def2-TZVPD basis set", "elements": ["C", "O", "P", "C", "O", "H", "H", "H", "H", "H", "H", "H"], "positions_angstrom": [[0.205, 1.404, -1.018], [-0.159, 1.413, 0.350], [-0.986, -0.473, 0.684], [0.683, -1.388, 0.657], [-1.788, -0.413, 1.880], [-0.561, 0.871, -1.677], [1.293, 1.104, -1.156], [0.182, 2.443, -1.344], [-1.783, -0.502, -0.493], [1.376, -0.793, 0.084], [0.851, -1.263, 1.736], [0.687, -2.404, 0.297]], "forces_ev_per_a": [[0.248, 0.379, -0.109], [-1.721, -4.249, 0.041], [3.192, 3.884, -1.995], [-1.968, 1.217, 0.560], [-0.529, -0.602, 1.348], [1.254, 0.261, 0.564], [-1.302, -0.275, -0.163], [-0.073, 0.148, -0.147], [0.567, -0.232, 0.058], [0.121, 0.263, -0.079], [0.494, -0.468, -0.284], [-0.283, -0.326, 0.207]], "e_homo_ev": -9.90, "energy_ev": -15570.17083, "spin_multiplicity": 1, "smiles": "CO[P@@H](C)=O", "relative_energy_kj_mol": 155.54, "gap_ev": 10.6385}


(2)
{"formula": "C27H35BiF3N5O3SSeSi", "method": "ωB97M-V with the def2-TZVPD basis set", "elements": ["Bi", "N", "C", "C", "C", "C", "C", "C", "C", "C", "N", "C", "H", "H", "H", "H", "H", "H", "H", "H", "C", "O", "C", "O", "N", "N", "H", "H", "H", "H", "H", "H", "C", "S", "O", "C", "C", "C", "C", "C", "C", "H", "H", "H", "H", "H", "H", "H", "H", "F", "C", "F", "F", "C", "C", "C", "N", "C", "C", "H", "H", "H", "H", "C", "Si", "C", "C", "Se", "H", "H", "H", "H", "H", "H", "H", "H", "H"], "positions_angstrom": [[-0.279, 1.596, -0.767], [2.046, 0.257, -1.096], [1.817, -0.117, -2.444], [1.961, -1.482, -2.805], [1.851, -1.808, -4.189], [1.579, -0.856, -5.123], [1.185, 0.461, -4.725], [0.508, 1.403, -5.677], [0.100, 2.594, -5.209], [0.238, 2.848, -3.831], [0.898, 2.090, -2.961], [1.394, 0.883, -3.372], [2.325, -0.484, -0.394], [2.696, 1.052, -1.023], [2.204, -2.241, -2.082], [2.099, -2.880, -4.519], [1.514, -1.050, -6.180], [0.445, 1.068, -6.753], [-0.305, 3.352, -5.880], [-0.198, 3.737, -3.415], [1.585, 4.481, 3.893], [0.671, 4.424, 2.794], [0.406, 3.322, 2.009], [-0.294, 3.400, 0.966], [0.904, 2.178, 2.468], [0.744, 0.925, 1.866], [1.171, 5.208, 4.594], [2.530, 4.935, 3.526], [1.804, 3.530, 4.459], [1.283, 2.171, 3.440], [0.018, 0.374, 2.325], [1.665, 0.432, 1.867], [-3.033, -2.184, -0.750], [-1.290, -1.979, -0.186], [-1.045, -0.454, -0.012], [-1.550, -2.533, 1.448], [-1.115, -3.800, 1.799], [-1.628, -4.363, 2.972], [-2.472, -3.635, 3.798], [-2.725, -2.276, 3.512], [-2.218, -1.696, 2.359], [-3.562, -1.939, 0.121], [-3.137, -3.232, -1.065], [-3.232, -1.496, -1.602], [-0.349, -4.310, 1.179], [-1.304, -5.331, 3.294], [-2.950, -4.046, 4.677], [-3.384, -1.670, 4.147], [-2.604, -0.712, 1.986], [5.070, -5.685, 2.981], [5.772, -4.713, 2.258], [6.401, -5.386, 1.192], [6.734, -4.151, 3.135], [4.855, -3.646, 1.779], [3.511, -3.956, 1.334], [2.805, -2.998, 0.698], [3.174, -1.716, 0.634], [4.311, -1.363, 1.216], [5.214, -2.244, 1.751], [3.084, -4.960, 1.319], [1.840, -3.226, 0.276], [4.558, -0.347, 1.281], [6.179, -1.818, 2.177], [-5.100, 1.655, -0.171], [-4.128, 3.060, -1.013], [-5.210, 4.107, -2.241], [-3.433, 4.353, 0.265], [-2.462, 1.994, -2.305], [-5.383, 1.626, 0.926], [-4.582, 0.699, -0.342], [-6.122, 1.639, -0.678], [-6.206, 4.208, -1.808], [-5.322, 3.593, -3.246], [-4.711, 5.074, -2.330], [-3.696, 4.226, 1.320], [-3.767, 5.332, -0.014], [-2.348, 4.497, 0.164]], "forces_ev_per_a": [[-0.371, 0.325, -0.240], [-0.080, 0.949, 0.661], [0.863, -1.894, 0.303], [-0.439, 2.257, -1.381], [0.989, -1.932, 0.325], [-1.001, 1.234, 0.044], [-0.331, 0.796, -0.802], [2.088, -2.749, 0.211], [-0.127, 0.623, -0.118], [0.855, 0.089, 0.466], [-0.827, 0.079, 0.145], [-0.932, -1.515, -1.543], [-0.142, 0.350, -1.056], [-0.357, -0.498, -0.129], [0.125, 0.048, 0.191], [-0.530, 1.807, 0.542], [0.064, -0.410, -0.148], [-0.099, 0.567, 1.356], [-0.152, -0.214, 0.394], [-0.093, 0.316, 0.054], [1.146, 0.164, 0.491], [-1.184, -1.643, -1.922], [-0.547, 1.481, 0.027], [1.241, 0.301, 1.605], [1.205, -0.942, 2.416], [0.612, 0.021, -0.419], [-0.179, -0.275, -0.086], [-0.459, -0.596, 0.158], [-0.395, 0.887, -0.710], [-0.494, 0.125, -1.361], [0.298, 0.060, 0.005], [-1.231, 0.414, -0.006], [1.501, 0.273, -1.386], [0.117, 0.634, -0.759], [-0.297, -0.572, -0.243], [0.396, 0.413, 0.952], [0.257, -0.266, -0.115], [0.353, 0.383, 0.214], [-0.125, 1.179, -0.278], [-0.137, -0.008, 0.189], [-1.341, -0.129, -1.184], [-1.280, 0.232, 0.848], [-0.041, 0.318, 0.247], [0.255, -0.439, 0.620], [-0.899, 0.091, 0.353], [0.011, -0.493, -0.080], [0.232, -0.270, -0.026], [0.397, -0.410, -0.118], [0.632, -0.805, 0.657], [1.344, 1.720, -1.290], [1.515, -1.822, 1.368], [-1.068, 1.609, 2.357], [-1.737, -1.487, -2.086], [-1.936, 2.268, -0.771], [2.804, -1.242, 0.359], [-0.645, 1.375, -0.020], [-0.385, 0.237, 0.219], [-0.217, -0.998, -0.137], [1.244, -2.241, 1.028], [0.525, 0.131, 0.340], [-0.186, -0.102, -0.212], [0.137, 1.475, -0.272], [-1.348, -1.040, -0.636], [-1.423, -0.358, 0.253], [-0.632, 1.149, 1.020], [0.807, -1.765, -0.373], [0.633, -0.667, -0.702], [0.146, 0.144, 0.459], [0.692, 0.693, -1.100], [-0.323, 0.189, -0.223], [1.278, -0.292, 0.371], [0.047, 0.164, 0.048], [0.174, 0.753, 1.093], [-0.230, -0.040, -0.223], [0.069, -0.334, -0.230], [-0.712, 0.569, -0.280], [-0.119, -0.446, 0.276]], "total_charge": 2, "e_homo_ev": -13.22, "energy_ev": -140197.20626, "spin_multiplicity": 1, "relative_energy_kj_mol": 125.81, "gap_ev": 7.3864}


(3)
{"formula": "C20H25N6O2Os", "method": "ωB97M-V with the def2-TZVPD basis set", "elements": ["Os", "N", "C", "C", "N", "C", "C", "N", "H", "H", "H", "H", "H", "H", "H", "H", "H", "H", "H", "H", "H", "C", "O", "C", "C", "C", "C", "C", "C", "N", "N", "C", "C", "C", "C", "O", "C", "N", "C", "C", "C", "C", "H", "H", "H", "H", "H", "H", "H", "H", "H", "H", "H", "H"], "positions_angstrom": [[2.550, -2.083, 2.157], [2.090, -1.357, 4.129], [2.772, -0.031, 4.231], [4.204, -0.071, 3.670], [4.368, -1.133, 2.618], [5.145, -0.772, 1.383], [4.503, -1.351, 0.109], [3.683, -2.568, 0.395], [1.105, -1.235, 4.356], [2.436, -1.981, 4.860], [2.796, 0.317, 5.265], [2.164, 0.672, 3.665], [4.928, -0.248, 4.465], [4.443, 0.899, 3.236], [4.925, -1.860, 3.070], [6.172, -1.120, 1.495], [5.187, 0.314, 1.299], [5.280, -1.568, -0.626], [3.826, -0.623, -0.336], [4.297, -3.371, 0.543], [3.156, -2.811, -0.441], [-5.305, 4.211, -5.559], [-4.736, 2.879, -5.409], [-4.443, 2.381, -4.263], [-3.908, 1.044, -4.309], [-3.588, 0.411, -3.168], [-3.774, 1.084, -1.899], [-4.315, 2.424, -1.871], [-4.635, 3.062, -3.018], [-3.539, 0.530, -0.750], [-3.224, -0.653, -0.482], [-2.182, -1.208, 0.007], [-2.341, -2.616, 0.403], [-1.364, -3.327, 0.978], [-0.102, -2.682, 1.256], [0.863, -3.224, 1.822], [0.092, -1.283, 0.885], [1.316, -0.803, 1.235], [1.566, 0.485, 0.942], [0.635, 1.302, 0.325], [-0.613, 0.808, -0.024], [-0.896, -0.524, 0.260], [-5.398, 4.352, -6.629], [-4.626, 4.946, -5.132], [-6.284, 4.240, -5.085], [-3.804, 0.579, -5.280], [-3.216, -0.605, -3.179], [-4.465, 2.895, -0.909], [-5.047, 4.059, -2.996], [-3.304, -3.066, 0.202], [-1.491, -4.364, 1.258], [2.541, 0.863, 1.218], [0.898, 2.331, 0.124], [-1.339, 1.451, -0.498]], "forces_ev_per_a": [[0.408, -0.066, 0.239], [-0.001, -0.025, -0.047], [0.025, 0.050, 0.017], [-0.036, 0.051, 0.045], [-0.035, -0.097, -0.001], [0.011, 0.007, -0.059], [0.030, 0.035, -0.023], [-0.014, 0.015, 0.018], [0.024, 0.018, 0.001], [-0.029, 0.001, -0.026], [-0.010, 0.012, -0.028], [0.010, -0.020, 0.002], [-0.011, -0.009, -0.012], [0.014, -0.014, 0.026], [-0.008, 0.040, -0.016], [-0.018, 0.003, 0.006], [0.022, -0.022, -0.001], [-0.024, 0.018, 0.009], [0.009, -0.020, 0.014], [-0.042, 0.006, -0.010], [0.019, 0.025, 0.003], [-0.070, 0.108, -0.021], [0.075, -0.114, 0.110], [-0.053, 0.078, -0.078], [0.045, -0.083, 0.083], [0.003, 0.092, -0.112], [-0.165, -0.298, -0.259], [-0.035, 0.027, -0.136], [0.020, -0.035, 0.036], [0.090, 0.917, 0.512], [-0.163, -0.564, -0.390], [0.144, -0.204, 0.332], [0.048, 0.130, -0.138], [0.139, 0.017, 0.055], [-0.087, 0.211, -0.099], [-0.190, -0.265, -0.018], [0.031, -0.158, 0.080], [-0.226, 0.158, -0.145], [0.006, 0.067, -0.028], [-0.014, -0.020, 0.015], [0.034, -0.018, 0.017], [0.001, -0.067, 0.013], [0.004, -0.002, 0.028], [-0.005, -0.004, -0.016], [0.021, -0.009, -0.001], [-0.015, 0.010, -0.017], [-0.006, -0.012, 0.002], [0.003, -0.024, 0.037], [-0.009, 0.010, -0.025], [-0.039, 0.052, -0.025], [0.009, -0.012, 0.028], [0.019, -0.016, 0.010], [0.003, 0.011, -0.001], [0.040, 0.009, -0.003]], "total_charge": 3, "e_homo_ev": -16.25, "energy_ev": -36621.55864, "spin_multiplicity": 1, "relative_energy_kj_mol": 0.00, "gap_ev": 6.1788}


(4)
{"formula": "C11H17IrN3O4", "method": "ωB97M-V with the def2-TZVPD basis set", "elements": ["Ir", "C", "O", "C", "O", "C", "O", "C", "O", "C", "H", "H", "C", "H", "H", "C", "N", "C", "C", "N", "N", "C", "C", "H", "H", "H", "H", "H", "H", "H", "H", "H", "H", "H", "H", "H"], "positions_angstrom": [[0.653, 1.179, -1.816], [0.196, -0.712, -2.184], [-0.137, -1.756, -2.559], [1.157, 1.395, -3.708], [1.462, 1.614, -4.795], [2.482, 0.930, -1.107], [3.528, 0.810, -0.632], [-1.216, 1.838, -2.023], [-2.300, 2.220, -2.054], [0.906, 3.136, -0.767], [-0.053, 3.595, -0.498], [1.652, 3.113, 0.038], [1.342, 3.204, -2.110], [2.416, 3.209, -2.325], [0.727, 3.743, -2.835], [1.601, -2.010, 0.579], [0.167, -1.810, 0.488], [-0.646, -2.999, 0.279], [-0.403, -0.615, 0.909], [-0.078, 0.535, 0.366], [-1.333, -0.679, 1.912], [-1.412, -1.779, 2.857], [-2.147, 0.474, 2.259], [1.839, -2.702, 1.410], [2.084, -1.043, 0.760], [1.986, -2.452, -0.352], [-0.628, -3.669, 1.150], [-1.678, -2.707, 0.054], [-0.257, -3.559, -0.577], [-0.481, 1.330, 0.867], [-0.425, -2.213, 3.022], [-1.791, -1.394, 3.807], [-2.100, -2.556, 2.510], [-1.557, 1.287, 2.714], [-2.654, 0.877, 1.371], [-2.903, 0.166, 2.991]], "forces_ev_per_a": [[-0.784, -1.498, -3.274], [-0.945, -2.728, 1.139], [0.675, 1.696, -0.468], [1.326, 0.642, -4.812], [-1.049, -0.817, 3.545], [5.637, -0.613, 2.343], [-3.166, 0.117, -1.550], [-4.573, 1.868, 0.073], [2.983, -1.301, -0.171], [0.548, 1.800, 0.553], [0.310, -0.176, -0.133], [-0.249, -0.078, -0.312], [0.135, 1.952, 1.018], [-0.381, 0.025, 0.030], [0.193, -0.250, 0.157], [0.510, 0.920, -0.390], [0.708, -1.859, 0.760], [-0.781, 0.193, -0.611], [-0.394, 1.562, -0.350], [-0.122, -0.953, 1.325], [-0.497, 0.095, 1.140], [0.174, -0.362, 0.447], [-0.782, 0.440, -0.212], [-0.236, 0.027, -0.184], [-0.031, -0.337, 0.043], [-0.174, -0.115, 0.169], [0.263, 0.066, -0.034], [0.182, -0.093, 0.094], [0.200, 0.053, 0.081], [-0.056, 0.066, -0.093], [0.006, -0.066, -0.081], [0.011, -0.034, -0.163], [-0.157, 0.049, -0.013], [0.145, -0.231, 0.056], [0.141, -0.131, 0.087], [0.230, 0.070, -0.207]], "total_charge": 3, "e_homo_ev": [-15.31, -21.45], "energy_ev": -27144.60607, "spin_multiplicity": 5, "gap_ev": [4.0589, 6.1318]}